Entry 1:
7
Properties=species:S:1:pos:R:3:forces:R:3:mulliken_charge:R:1 method="wB97M-V/def2-TZVPD" total_charge=0 e_above_lowest_kj_mol=378.9
N 0.13823 1.55431 0.72622 1.274 0.088 1.847 -0.01
N 0.15549 0.84371 -0.37483 -4.458 -1.033 -1.869 -0.19
O -1.21178 2.72437 2.58476 0.484 0.142 -0.189 -0.41
O 0.99946 -0.30503 -0.38932 -1.303 0.825 1.693 -0.33
S -1.17930 1.72079 1.55122 -0.310 -0.859 -1.118 0.40
H -1.38722 0.41814 -0.59148 3.597 0.664 0.527 0.18
H 1.64178 -0.04078 -1.03171 0.715 0.172 -0.891 0.36

---

Entry 2:
16
Properties=species:S:1:pos:R:3:forces:R:3:mulliken_charge:R:1 method="wB97M-V/def2-TZVPD" total_charge=-1 e_above_lowest_kj_mol=330.8
O -2.57899 0.21529 0.15536 1.207 2.456 1.157 -0.71
N -1.27924 0.38455 0.62566 -0.072 -0.051 -0.275 -0.10
C -0.45832 1.39317 0.36410 -5.186 -1.335 -0.326 -0.27
C 0.92724 1.22937 0.33665 3.549 -2.476 1.631 -0.66
C 1.27883 0.04395 -0.73693 -1.280 -0.199 2.354 -0.76
N 0.72709 -1.15510 -0.06044 -0.675 -1.058 -1.059 0.26
O 1.51831 -1.76400 0.87942 -0.107 1.103 -0.366 -0.79
C -0.61295 -1.42846 0.06938 2.488 0.486 -0.143 -0.01
O -1.49582 -1.49429 -0.90861 1.186 -1.063 -0.642 -0.56
H -0.88416 2.25719 -0.09536 -0.507 0.749 -0.468 0.43
H 1.45743 2.12478 0.12851 0.384 0.963 -0.373 0.38
H 1.34921 0.84183 1.32548 -0.368 0.181 -1.196 0.25
H 0.77078 0.34285 -1.63358 -0.391 -0.416 -0.576 0.33
H 2.34356 -0.06651 -0.91200 0.007 -0.158 0.237 0.38
H -0.77817 -1.99420 0.98592 -0.007 -0.007 -0.157 0.42
H -2.28481 -0.93042 -0.52356 -0.228 0.823 0.201 0.42

---

Entry 3:
20
Properties=species:S:1:pos:R:3:forces:R:3:mulliken_charge:R:1 method="wB97M-V/def2-TZVPD" total_charge=+3 e_above_lowest_kj_mol=0.0
O 0.79154 0.02520 -5.66364 0.748 0.019 4.008 -0.07
C 0.98369 0.02996 -4.52848 -0.851 -0.020 -3.930 0.06
Sn -0.12968 -0.00195 -0.47233 -0.322 -0.014 1.261 0.75
O 3.12265 0.00832 -2.14537 -1.735 0.008 2.326 0.06
C 2.33037 0.01014 -1.33755 1.205 -0.010 -2.104 0.23
C -2.42682 -0.01462 0.58696 -3.869 -0.029 1.921 0.20
O -3.40684 -0.02241 1.17702 3.422 0.028 -2.013 0.01
C -0.01804 -2.50907 -0.24887 -0.694 -3.099 -0.885 0.25
O -0.21234 -3.61712 -0.40479 0.687 3.130 0.654 0.04
C -0.06625 2.50783 -0.29171 -0.783 3.171 -1.008 0.25
O -0.28283 3.60716 -0.48317 0.774 -3.212 0.781 0.04
H -0.98497 -0.02896 -1.93718 0.365 0.011 -0.137 0.26
N -0.06266 -1.15836 4.56997 0.298 0.673 -1.966 -0.30
C 0.02125 0.00046 3.92055 -1.695 -0.017 3.114 0.78
N -0.06277 1.15808 4.57155 0.298 -0.656 -1.967 -0.30
S 0.42285 0.00573 2.22957 2.224 0.015 -1.596 -0.20
H -0.01656 -1.29932 5.56155 -0.084 0.251 0.634 0.26
H 0.00582 -1.96952 3.98738 0.048 -0.612 0.130 0.21
H 0.00586 1.96925 3.98873 0.045 0.614 0.138 0.21
H -0.01676 1.29878 5.56309 -0.081 -0.252 0.639 0.26

---

Entry 4:
15
Properties=species:S:1:pos:R:3:forces:R:3:mulliken_charge:R:1 method="wB97M-V/def2-TZVPD" total_charge=+1 e_above_lowest_kj_mol=510.3
C -0.75472 1.13487 1.47862 -2.105 -0.420 2.747 0.10
C -1.48635 -0.07866 1.09108 -0.849 -0.368 -1.498 -0.16
C 0.39330 1.58686 1.13709 0.153 -0.709 -1.502 -0.79
C -0.91711 -0.97195 0.30840 -0.250 -2.861 -2.479 -0.47
C 0.86346 0.03081 -1.30008 -0.349 0.275 -2.337 0.09
N 0.49183 -0.91510 -0.17210 -1.123 3.467 0.567 -0.13
O 2.01851 -0.42164 -1.85253 -0.965 -0.863 2.248 -0.47
I -0.81845 0.49653 -2.65459 1.130 -0.255 0.790 0.16
H -1.27981 1.52295 2.38011 0.448 0.596 -0.401 0.34
H -2.60322 -0.25477 1.25092 1.831 0.581 0.273 0.34
H 1.16671 2.26641 0.99137 0.857 0.996 0.249 0.43
H -1.34480 -1.90072 -0.22102 0.046 1.737 1.431 0.36
H 1.02354 -0.52098 0.57973 0.802 0.213 1.027 0.37
H 0.80445 -1.80237 -0.33817 1.160 -3.232 -0.848 0.41
H 2.44266 -0.17224 -2.67883 -0.785 0.844 -0.267 0.40